Formula: C35H39As2N4OPd
Source: OMol25
Level of theory: ωB97M-V/def2-TZVPD

The geometry in XYZ format:
```
82
Properties=species:S:1:pos:R:3:forces:R:3:mulliken_charge:R:1
Pd 0.879549 1.234057 -0.221135 -0.2 -0.2 0.1 -1.310
N -1.536851 0.951384 2.018452 -0.4 -0.4 -0.2 0.093
C -2.670116 0.666563 1.236540 -0.1 0.0 -0.1 0.367
C -3.558086 -0.342922 1.611277 0.0 0.0 0.0 -0.742
C -4.676841 -0.643178 0.850909 0.0 0.0 0.0 -0.436
C -4.919973 0.061055 -0.317344 0.0 0.0 0.0 -0.793
C -4.050462 1.080480 -0.683374 0.0 0.0 0.1 -0.389
C -2.933539 1.428852 0.075629 0.1 0.0 0.2 0.245
C -2.135989 2.635723 -0.326753 -0.1 -0.1 -0.2 1.223
C -2.910785 3.781074 -0.581817 0.0 0.0 0.0 -0.385
C -2.351524 4.959629 -1.044221 0.0 0.0 0.0 -1.026
C -0.980431 4.984454 -1.270476 0.0 0.1 0.0 -0.646
C -0.224363 3.854738 -1.003626 -0.1 0.0 0.0 0.598
C -0.732497 2.635934 -0.504504 0.0 -0.1 0.1 -0.699
H -1.392188 0.229192 2.710541 0.0 0.0 0.1 0.292
H -0.735284 0.972420 1.383968 0.4 0.4 0.1 -0.607
H -3.349998 -0.909891 2.513506 0.0 0.0 0.0 0.327
H -5.343216 -1.438331 1.164999 0.0 0.0 0.0 0.370
H -5.775029 -0.176856 -0.938364 0.0 0.0 0.0 0.371
H -4.236463 1.639850 -1.592139 0.0 0.0 0.0 0.439
H -3.980691 3.739386 -0.400860 0.0 0.0 0.0 0.451
H -2.968981 5.831535 -1.236931 0.0 0.0 0.0 0.369
H -0.506986 5.884491 -1.661286 0.0 -0.1 0.0 0.348
H 0.831787 3.902280 -1.220056 0.2 0.1 0.0 0.517
C 1.610527 0.179373 3.456989 0.0 0.0 0.0 -1.415
As 2.230798 0.427862 1.597796 0.0 -0.1 -0.1 1.405
C 4.103286 0.834062 2.055470 0.0 0.0 0.0 -1.457
C 2.556265 -1.484364 1.171730 0.0 0.0 0.0 -0.148
C 3.072767 -2.361286 2.125006 0.0 0.0 0.0 -0.434
C 3.336090 -3.685277 1.813917 0.0 0.0 0.0 -0.701
C 3.090637 -4.149925 0.527842 0.0 0.0 0.0 -0.735
C 2.580844 -3.284214 -0.425716 0.0 0.0 0.0 -0.217
C 2.303834 -1.952956 -0.116681 0.0 0.0 0.0 -0.121
As 1.582105 -0.696191 -1.463632 0.0 0.1 0.0 0.918
C 0.408542 -1.952398 -2.421077 0.0 0.0 0.0 -1.386
C 3.105153 -0.778898 -2.707204 0.0 0.0 0.0 -1.268
H 2.389188 -0.220388 4.108128 0.0 0.0 0.0 0.518
H 0.753206 -0.493816 3.468219 0.0 0.0 0.0 0.303
H 1.293518 1.152880 3.832141 0.0 0.0 0.0 0.340
H 4.548654 0.001860 2.601078 0.0 0.0 0.0 0.532
H 4.137204 1.729630 2.678607 0.0 0.0 0.0 0.433
H 4.662030 1.016702 1.137542 0.0 0.0 0.0 0.308
H 3.276307 -2.008297 3.130173 0.0 0.0 0.0 0.208
H 3.733573 -4.352400 2.569818 0.0 0.0 0.0 0.389
H 3.295621 -5.182520 0.270594 0.0 0.0 0.0 0.370
H 2.394334 -3.657241 -1.427160 0.0 0.0 0.0 0.212
H -0.364546 -2.301149 -1.736820 0.0 0.0 0.0 0.362
H 0.943181 -2.804416 -2.843889 0.0 0.0 0.0 0.429
H -0.072959 -1.395159 -3.224288 0.0 0.0 0.0 0.409
H 3.396309 -1.808797 -2.920950 0.0 0.0 0.0 0.430
H 3.940800 -0.243752 -2.256322 0.0 0.0 0.0 0.295
H 2.826461 -0.277497 -3.634556 0.0 0.0 0.0 0.388
C -3.587029 4.838385 3.193262 0.0 0.0 0.0 -1.565
C -2.091253 4.998188 3.226382 0.0 0.1 0.0 0.120
C -1.268738 4.076075 2.591931 0.0 0.1 -0.1 -0.337
C 0.111398 4.199105 2.628840 0.0 0.0 0.1 0.252
C 0.691010 5.273297 3.295841 0.0 -0.1 0.0 -0.503
N 2.105367 5.398128 3.378934 0.0 0.2 0.0 -0.019
C 3.015168 5.242071 2.365535 0.1 0.0 0.0 0.103
O 4.194428 5.026879 2.596708 0.0 0.0 0.0 -0.673
N 2.512202 5.401135 1.094047 0.1 0.2 -0.1 -0.070
C 3.102793 4.801192 -0.035294 -0.1 -0.1 -0.1 -0.185
C 3.016440 5.366769 -1.297697 0.0 -0.1 0.0 -0.312
C 3.418901 4.608928 -2.395581 -0.1 0.0 0.1 -0.421
C 3.887405 3.323622 -2.184127 -0.1 0.3 0.0 -0.470
N 4.028095 2.811258 -0.964738 0.4 -0.5 -0.2 -0.294
C 3.660968 3.529155 0.074957 -0.2 0.1 0.0 0.143
C -0.119653 6.207776 3.932733 0.1 0.0 0.0 -0.746
C -1.497184 6.061847 3.901938 0.0 0.0 0.0 -0.658
H -3.877736 4.107087 2.439918 0.0 0.0 0.0 0.205
H -4.081403 5.783916 2.961416 0.0 0.0 0.0 0.361
H -3.967895 4.495803 4.158767 0.0 0.0 0.0 0.370
H -1.686427 3.232568 2.060020 0.0 0.1 0.1 0.655
H 0.719664 3.444769 2.131716 -0.1 0.1 0.0 0.831
H 2.533025 5.477360 4.285398 0.0 -0.1 0.0 0.270
H 1.563997 5.726790 0.982744 -0.1 -0.1 0.1 0.360
H 2.589913 6.354527 -1.423211 0.0 0.0 0.0 0.447
H 3.325933 4.997541 -3.400968 0.0 0.0 0.0 0.381
H 4.143289 2.677987 -3.016638 0.1 0.0 0.0 0.333
H 3.766043 3.079903 1.048894 0.0 0.0 0.0 0.239
H 0.338390 7.048022 4.442099 0.0 0.0 0.0 0.467
H -2.121415 6.795750 4.401144 0.0 0.0 0.0 0.375
```
Forces are in eV/Å.

Summary:
Charge: -1
ΔE to the lowest compared entry with this formula, charge and spin (eV): 0.0000
Largest force on an atom (eV Å⁻¹): 0.7
HOMO level (Eh): -0.119
Total energy (a.u.): -6250.8715